Computed, not measured: a molecular structure, C30H90Ag2BF4N15O5P5, with ωB97M-V/def2-TZVPD.

Element x y z (Å)
H (-3.3085, 1.4879, 5.0158)
C (-2.4375, -1.5482, 3.9510)
N (-1.2626, -1.0591, -5.0004)
H (-3.9829, 0.3995, -3.0189)
F (4.6047, -1.1698, -1.3397)
H (0.3747, -1.9526, 3.8172)
H (-0.6851, 7.6274, -2.2702)
C (1.9056, 4.7950, 3.8649)
H (2.8913, -4.9286, -0.5470)
H (0.6644, -1.7821, -5.4113)
N (-1.4405, -1.0533, 3.0027)
H (-0.9187, -4.1045, -1.3366)
H (-0.6523, 5.8287, -4.6640)
H (-4.9558, -3.1362, -3.3285)
H (0.7972, 2.6587, -4.9849)
H (-2.1797, -0.8794, -6.8535)
H (-4.5918, -0.3352, -4.5397)
O (-0.6498, 3.0365, -1.2841)
C (-1.3617, -5.3962, 3.2145)
H (-2.7929, -2.5531, 3.6643)
H (-4.7441, 1.6514, 1.1668)
N (-0.1337, 3.9949, -3.6725)
C (6.8144, 3.5358, 2.7351)
N (-2.0137, 1.6714, 3.3734)
H (3.0358, -6.8846, 2.3552)
Ag (4.5378, 0.4654, -3.2394)
H (-0.8294, -9.4702, 1.0550)
H (4.9351, 5.0587, 0.7026)
H (-2.1876, -2.9020, -1.0835)
F (3.1723, 0.5934, -0.8951)
H (-3.3486, -3.7131, -3.9382)
H (1.3108, 3.8794, 3.7955)
H (4.7759, 6.4647, 2.9101)
H (2.1977, -3.6455, 0.5185)
H (2.5689, 0.4996, 1.5383)
C (1.4265, -8.5693, 0.2495)
C (-3.3718, 1.8003, 3.9884)
C (-3.7469, -0.7572, 0.9208)
N (1.8966, -5.6099, 1.1811)
N (-3.4371, -1.5977, -3.2629)
H (-2.8333, -2.1617, -5.8924)
H (2.5646, 4.0916, 0.8688)
C (2.6545, 1.0995, 2.4594)
H (-3.2071, -1.6997, 1.0078)
N (3.2506, 4.8416, 3.1809)
H (-0.6647, 1.8561, 4.9033)
H (-2.2085, 6.7720, -2.3648)
N (0.7155, -7.9823, 1.3781)
H (-4.2541, 3.5331, -1.3322)
C (-4.0188, -2.8407, -3.8294)
H (0.0897, -6.1370, 5.0059)
C (3.1961, -6.0580, 1.6900)
C (-4.3709, -0.5080, -3.4667)
H (2.2564, -7.9177, -0.0729)
C (-3.7218, 4.4485, -1.6113)
C (0.0444, 4.9891, -4.7487)
H (1.6405, -5.7683, 4.1885)
H (1.2188, 6.5645, -0.9154)
H (-2.0332, -6.2170, 3.5017)
N (-3.0692, 0.3776, 1.4346)
O (-0.3352, 0.8257, 1.5133)
H (-3.5898, 2.8799, 3.9912)
C (2.0391, -4.6509, 0.0756)
H (-0.1249, 2.4560, 3.3525)
N (-0.9831, -2.6925, -2.8329)
H (0.7425, -8.6214, -0.6121)
H (3.6791, -5.2133, 2.2288)
N (5.4880, 3.6392, 2.1577)
H (0.9422, -7.3807, 4.0639)
H (-1.0173, -8.4639, 2.5442)
C (-0.5146, -3.8596, -3.7261)
H (3.4144, 0.7819, 3.1744)
H (1.1241, -4.6197, -0.5156)
H (-1.3171, -2.4143, -6.6389)
H (-4.1323, 1.1736, 3.5379)
H (7.2632, 4.4831, 2.9943)
H (0.6298, -0.4443, -4.3309)
F (2.6695, -0.6319, -2.6750)
H (1.0424, 5.4392, -4.7177)
H (-4.3176, 3.7597, -3.9038)
H (-4.6961, -1.0097, 1.4367)
H (-5.3882, -0.6457, -3.0583)
C (0.1755, -0.8061, -5.2552)
C (3.9907, 6.0817, 3.5835)
C (0.7103, -6.3121, 4.1367)
H (1.1180, 3.2683, 1.4742)
H (-4.4060, -2.6681, -4.8477)
P (0.3592, -6.3055, 1.3609)
O (-0.6085, -5.6872, 0.4168)
O (4.3653, 2.6320, 4.3184)
H (0.4501, 5.5842, 0.3030)
H (-0.9388, -3.7053, -4.7506)
H (0.3142, -0.2050, -6.1434)
P (-1.6082, 0.4385, 2.2657)
C (5.4944, 4.1089, 0.7743)
P (-1.0251, 4.1069, -2.2349)
C (0.7762, 2.8742, -3.8910)
C (-0.3100, -8.9447, 1.8814)
C (-1.3236, 6.9105, -1.7514)
H (-3.1861, 4.8117, -0.7738)
N (-0.0552, -5.9229, 2.9432)
Ag (-1.0173, 0.7490, -0.6821)
H (-1.3538, 3.4133, 4.3634)
H (-2.8637, 2.8330, -4.2733)
H (1.8145, 3.1104, -3.5406)
N (-2.7301, 4.1833, -2.6710)
H (0.4212, 2.0191, -3.2915)
H (6.4704, 4.0373, 0.3239)
H (0.5713, -3.8039, -3.8314)
H (2.0059, 5.0638, 4.9416)
H (6.5286, 3.1084, 3.7111)
H (-0.4284, -2.8303, 2.4308)
H (1.7846, -9.5914, 0.4592)
H (-3.0179, 4.5425, -4.8055)
H (0.2072, -9.6986, 2.5108)
F (2.3440, -1.5881, -0.5532)
N (-0.6419, 5.6396, -1.6086)
B (3.1968, -0.7566, -1.2563)
H (7.4839, 2.8668, 2.2267)
H (-3.1881, 2.5447, 0.9454)
H (2.0605, 2.5467, 0.1823)
H (-0.4790, -2.4573, -0.8285)
H (1.2687, 4.8130, -0.9894)
O (-1.3032, -0.1343, -2.5417)
P (-1.7053, -1.3104, -3.3520)
C (-3.6840, 1.5877, 0.8254)
H (4.5222, 5.9725, 4.5375)
H (-3.3159, -0.9214, 3.9732)
H (-1.8941, -1.6573, 4.9229)
C (-1.1686, -3.0681, -1.4036)
H (-1.4189, -4.6405, 4.0042)
H (-3.9898, -0.6612, -0.1665)
H (3.8163, -6.3674, 0.8533)
H (1.6386, 1.1078, 2.9552)
H (-0.8156, -4.8393, -3.3520)
H (-0.1348, 4.5398, -5.7199)
H (3.3129, 6.9202, 3.7193)
C (2.1281, 3.1384, 1.0747)
N (3.0142, 2.4903, 2.0741)
C (-1.9155, -1.6626, -6.1188)
H (-4.3693, 5.2644, -1.9225)
C (-0.9732, 2.4120, 4.0289)
H (0.4665, -1.3800, 2.1473)
H (-1.8530, -4.9497, 2.3519)
C (-0.1959, -1.8613, 2.8761)
H (4.8919, 3.4226, 0.1488)
C (-3.2286, 3.8305, -4.0126)
H (1.1945, 5.5523, 3.4370)
H (-1.4557, 7.2938, -0.7134)
C (0.5946, 5.6673, -0.7768)
P (4.0907, 3.3417, 3.0340)
H (-3.7235, 1.4328, -0.2530)

Computed properties:
Electronic energy in eV: -131154.1281
HOMO level in eV: -9.8
2S+1: 1
Net charge: +1
E_LUMO in eV: -3.931
Kohn-Sham gap in eV: 5.8264

***

Computed, not measured: a single C23H27N3O7S molecule, with ωB97M-V/def2-TZVPD.

Element x y z (Å)
O (-0.4925, 1.9256, -3.1865)
C (-1.5291, 2.9573, 2.0211)
H (0.0053, -0.0297, -0.7460)
C (1.5340, 1.2636, -1.3596)
H (3.2207, -4.4948, -0.0519)
H (-3.9908, 2.4000, -0.1589)
C (0.1251, -4.4865, 1.3012)
H (-0.5874, -5.8530, 2.7852)
C (1.6644, 2.3269, -0.2531)
H (-1.0967, -0.3583, 1.4007)
H (-4.1570, 0.1247, -0.7388)
H (-0.1540, -1.5308, -2.6373)
C (0.8701, 3.6074, -0.5935)
O (-0.8095, 3.7874, 2.8378)
C (-0.8245, -2.3370, -2.3460)
C (1.2097, -4.1335, 0.5203)
H (-0.7906, -3.9197, 1.2224)
C (0.2127, 2.9881, 3.3967)
H (-3.0128, 4.2439, 1.1712)
H (-1.3433, -2.7244, -3.2284)
H (1.7537, 1.7135, -2.3313)
O (0.0618, 1.6578, 2.9520)
C (-2.0182, 0.2923, -2.3815)
C (2.5221, -5.8919, 1.4457)
H (-2.0615, -0.2061, -3.3561)
C (-2.6216, 0.9168, 0.5390)
C (-1.8462, -1.9088, -1.2854)
C (0.2473, -5.5612, 2.1666)
C (2.4071, -4.8178, 0.5777)
H (0.4472, 3.5233, -1.5935)
S (1.0188, -2.7569, -0.5935)
H (0.1446, 3.0202, 4.4950)
H (1.3493, 1.8710, 0.6917)
O (0.3501, -1.6704, 0.0870)
H (-0.6256, -4.0674, -1.3331)
N (-0.0092, -3.3965, -1.7829)
H (1.9365, 5.1877, 0.4455)
O (2.2571, -2.4221, -1.2249)
H (1.7663, 5.4856, -1.2940)
H (-2.8024, 1.0541, -2.3796)
C (3.2161, 3.9357, -0.7605)
O (-2.2110, -2.7298, -0.4573)
N (0.2002, 0.7081, -1.4144)
H (0.0557, 3.7803, 0.1061)
C (-2.6064, 3.2480, 1.2219)
H (3.4501, -6.4394, 1.5064)
H (4.1001, 4.4087, -0.3309)
C (-3.2169, -0.1976, -0.2793)
H (3.3850, 3.7631, -1.8328)
H (1.5363, -7.0963, 2.9120)
C (1.9225, 4.7190, -0.5393)
N (-2.3060, -0.6464, -1.3251)
H (-3.4093, -1.0690, 0.3517)
H (2.2399, 0.4527, -1.1623)
C (1.4437, -6.2596, 2.2357)
C (-3.1416, 2.1990, 0.4767)
O (3.0193, 2.7110, -0.0854)
C (-1.5234, 0.6303, 1.3584)
C (-0.6837, 1.0622, -2.3505)
C (-0.9976, 1.6663, 2.0865)
H (1.1963, 3.3731, 3.0811)

Computed properties:
Electronic energy in eV: -53927.2444
HOMO level in eV: -8.2
2S+1: 1
E_LUMO in eV: 0.378
Kohn-Sham gap in eV: 8.6141
Structure (SMILES): O=C(CN(Cc1ccc2c(c1)OCO2)C(=O)CNS(=O)(=O)c1ccccc1)NC[C@@H]1CCCO1